ORCA calculation (ωB97M-V/def2-TZVPD) on 13 unconnected molecules or ions with the total composition C59H172N21O23P7S6 at a distorted geometry.

Geometry as XYZ:
```
288
Properties=species:S:1:pos:R:3:forces:R:3
O 2.5857 -4.6226 5.1314 0.6 -0.4 0.3
S 1.1918 -4.8890 5.0409 -1.1 0.5 -0.4
O 0.3312 -3.8630 4.5260 0.2 0.0 0.2
O 0.8953 -6.1159 4.1140 0.1 -1.3 0.3
C 1.7009 -7.3891 4.2721 -1.2 0.9 -0.9
C 0.9873 -8.4974 3.5302 0.1 -0.6 -0.2
C 0.5409 -5.4479 6.5816 0.6 0.0 0.1
H 1.7625 -7.6995 5.3146 0.3 0.5 0.0
H 2.6228 -7.0720 3.8182 0.7 -0.5 0.2
H 0.8517 -8.3975 2.4594 0.1 0.7 -0.2
H 0.0026 -8.7292 3.9325 0.0 0.1 0.3
H 1.5999 -9.4020 3.6038 0.0 0.0 0.3
H -0.5376 -5.4879 6.4825 0.0 -0.1 0.1
H 0.8757 -4.7936 7.3809 -0.2 0.3 -0.1
H 0.9968 -6.4088 6.7921 -0.2 -0.3 0.0
O 7.9376 0.2461 -4.5430 -0.2 -0.2 0.2
S 6.7917 0.9334 -5.0618 -0.1 -1.2 0.0
O 6.7078 2.3369 -4.9693 -0.1 1.4 -0.1
O 6.6638 0.5487 -6.5848 0.4 1.1 -0.4
C 7.0686 -0.7822 -7.0365 -1.0 1.2 0.1
C 8.3224 -0.7233 -7.8737 0.8 0.2 0.2
C 5.2644 0.2350 -4.4540 1.4 0.0 -0.4
H 6.1647 -0.9772 -7.5950 0.1 -1.1 -0.3
H 7.1170 -1.3038 -6.0925 0.4 -1.1 -0.3
H 9.1962 -0.9560 -7.2663 0.0 0.2 0.1
H 8.4603 0.2847 -8.2778 -0.2 -0.1 0.2
H 8.3780 -1.3945 -8.7283 -0.5 -0.2 0.1
H 5.3057 0.4310 -3.3890 -0.5 -0.1 0.2
H 5.3788 -0.8257 -4.6979 -0.5 0.1 0.3
H 4.4692 0.7357 -5.0046 -0.1 -0.1 0.3
O -0.7252 1.9315 -1.7380 -0.4 0.0 -0.7
S -0.2167 1.5541 -0.4652 -0.2 -0.8 0.9
O -0.8994 2.0195 0.7137 0.4 0.3 -0.1
O -0.2330 -0.0164 -0.4209 -0.1 -1.5 0.7
C -0.0488 -0.7339 0.9211 -0.7 1.7 -0.7
C 1.1394 -1.5838 0.8706 1.6 -0.5 -0.9
C 1.4758 1.9169 -0.4956 0.9 0.7 0.6
H -0.9621 -1.2866 1.1131 -0.2 0.2 -0.1
H 0.0793 0.0780 1.6271 -0.2 -0.1 0.4
H 1.0499 -2.3837 0.1398 -0.2 -0.2 -0.1
H 1.4134 -2.0317 1.8193 -0.3 0.0 0.3
H 2.0096 -0.9957 0.5640 0.0 0.1 0.1
H 1.4732 2.9992 -0.6534 0.4 0.0 -0.4
H 2.0094 1.3458 -1.2542 -0.4 0.2 -0.4
H 2.0228 1.7600 0.4341 -0.4 -0.3 0.3
O 5.0345 1.5018 -1.1315 -1.8 -0.4 -0.9
S 6.2674 1.9441 -0.6109 0.1 1.2 1.3
O 7.4583 1.3088 -0.9890 1.5 -0.8 -0.5
O 6.5045 3.4661 -0.8823 -0.4 1.5 -0.4
C 5.4010 4.4672 -1.0038 -0.2 -0.9 1.1
C 5.6919 5.6867 -0.1666 1.5 -0.2 0.1
C 6.1371 1.9499 1.1352 -0.3 -0.5 -0.4
H 4.5065 4.0332 -0.5755 -0.4 -0.5 -0.6
H 5.3286 4.7079 -2.0617 -0.2 -0.2 0.1
H 4.9317 6.4564 -0.2502 0.1 -0.1 -0.5
H 6.6784 5.9848 -0.5018 0.1 0.9 -0.1
H 5.8559 5.5225 0.9024 -0.4 -0.6 0.0
H 5.1606 2.3718 1.3850 0.4 0.3 0.2
H 7.0408 2.4302 1.5110 -0.3 0.0 0.3
H 6.0629 0.8916 1.3835 0.2 0.0 0.3
O 1.1367 2.8844 -6.5652 -1.0 -0.8 -2.2
S 1.6639 3.3456 -5.3599 -1.5 2.2 0.6
O 2.5301 2.5389 -4.6257 2.1 -1.9 1.8
O 2.3521 4.6999 -5.6958 0.5 0.9 -0.1
C 3.0355 5.5193 -4.6470 -1.1 -1.6 -0.3
C 4.4670 5.6698 -5.0390 -0.2 0.2 0.1
C 0.3676 3.8249 -4.2603 -0.3 0.4 0.3
H 2.8898 4.9568 -3.7239 0.2 0.4 0.3
H 2.4429 6.4224 -4.6709 0.2 0.4 0.3
H 4.9800 4.7166 -4.9757 0.1 -0.2 -0.2
H 4.9537 6.3520 -4.3415 0.1 0.2 -0.2
H 4.4569 6.0658 -6.0540 0.5 0.0 0.0
H -0.3089 4.5742 -4.6622 0.2 0.1 -0.5
H 0.8374 4.2678 -3.3740 -0.2 -0.4 0.1
H -0.2538 2.9570 -4.0338 0.4 -0.1 0.3
O 2.0140 5.4104 -0.7541 0.2 0.2 0.4
P 1.0118 6.0789 0.1215 -0.1 0.3 -1.2
N -0.4193 6.4355 -0.7116 1.5 1.7 -0.4
C -0.1339 7.3123 -1.9249 -1.0 -1.0 1.7
C -1.3989 5.4132 -0.9755 0.5 0.5 0.1
N 1.5524 7.5557 0.6816 0.9 0.3 -0.6
C 2.8887 8.0635 0.3942 0.6 -0.8 -0.9
C 0.8122 8.3280 1.6427 -0.5 0.0 0.2
N 0.5999 5.1468 1.4004 -0.2 -1.6 1.2
C 1.5714 4.1464 1.9194 0.7 0.8 -0.2
C -0.4667 5.3690 2.3756 -0.3 -0.7 -0.5
H -1.0784 7.6959 -2.3137 -0.1 0.0 0.2
H 0.2768 6.6751 -2.6967 0.7 0.3 -0.3
H 0.4451 8.1465 -1.5455 0.5 0.0 -0.6
H -2.1905 5.9541 -1.4889 -0.7 -0.4 0.3
H -1.6131 5.0791 0.0313 -0.9 -0.9 -0.3
H -1.0582 4.6260 -1.6527 0.1 -0.3 0.2
H 3.7067 7.6505 0.9862 -0.3 0.1 0.9
H 3.2168 7.6986 -0.5764 -0.4 0.3 -0.5
H 2.9586 9.1559 0.3976 -0.3 -0.2 0.1
H -0.1400 8.6653 1.2256 -0.1 0.0 0.1
H 0.6240 7.7482 2.5472 -0.1 0.2 0.2
H 1.3902 9.2148 1.9016 -0.1 -0.1 0.1
H 2.4079 4.1196 1.2240 0.2 0.1 0.2
H 1.9051 4.4255 2.9299 0.2 0.3 -0.2
H 1.2972 3.1011 2.0463 -1.1 0.1 -0.4
H -0.0897 5.7633 3.3237 -0.1 0.3 -0.1
H -0.8745 4.3796 2.6005 -0.2 0.0 0.0
H -1.2904 5.9524 1.9511 0.3 0.2 0.3
O -5.7631 0.8708 5.0389 0.6 -0.4 -0.3
P -5.7049 0.0885 3.7767 0.2 0.5 0.3
N -6.9882 0.4492 2.7279 1.0 -0.8 1.5
C -8.2836 -0.1210 3.1024 -0.6 0.8 -1.7
C -7.0917 1.8765 2.3617 -0.2 -1.1 -1.0
N -5.6667 -1.5442 4.0838 -1.3 -1.5 -1.9
C -5.2204 -2.1280 5.3215 -0.4 1.6 0.2
C -5.9557 -2.5936 3.0353 0.6 1.3 0.7
N -4.3269 0.3709 2.8447 -0.9 0.3 -0.1
C -4.3327 0.1578 1.4113 0.1 1.1 -0.9
C -3.2374 1.1692 3.3480 0.8 -0.5 0.8
H -8.9016 0.2443 2.2742 -0.4 -0.4 0.0
H -8.7807 0.2930 3.9774 0.4 -0.1 0.6
H -8.3173 -1.2067 3.0456 0.2 0.0 0.4
H -7.4442 2.5800 3.1181 0.1 -0.3 0.3
H -7.7764 1.8130 1.5192 -0.2 0.7 -0.1
H -6.1606 2.2124 1.9204 0.2 0.1 0.3
H -5.8504 -2.9978 5.4608 0.3 -0.4 0.6
H -4.1450 -2.3095 5.3317 0.0 -0.5 -0.1
H -5.3982 -1.3612 6.0775 -0.1 -0.4 0.4
H -5.9944 -2.0592 2.0928 -0.3 -0.3 -0.3
H -5.1693 -3.3424 2.9858 0.4 0.1 0.0
H -6.8636 -3.1747 3.2248 -0.3 0.4 0.1
H -4.5360 -0.8323 0.9926 0.0 -0.2 0.7
H -5.0248 0.8433 0.9032 -0.1 -0.2 0.0
H -3.3621 0.4722 1.0233 0.2 -0.2 0.1
H -3.2424 1.1564 4.4353 -0.2 -0.1 0.1
H -3.1585 2.2329 3.0970 -0.4 -0.1 -0.6
H -2.3177 0.6559 3.0470 0.2 0.4 -0.1
O 3.3043 1.0170 2.5388 -0.4 0.4 0.1
P 3.5083 0.4577 3.8941 0.5 -0.1 0.8
N 4.4410 -0.9063 3.9860 -0.3 -0.1 -0.2
C 3.8589 -2.1778 3.5388 0.3 -0.5 0.0
C 5.8901 -0.8469 3.8695 0.2 -0.8 -0.4
N 2.1343 -0.0060 4.6697 -1.2 -0.9 1.1
C 0.9442 0.8155 4.5697 -0.3 -0.1 -1.3
C 2.0950 -0.8085 5.9159 0.8 0.0 -1.2
N 4.1920 1.6012 4.9318 1.6 -0.3 -1.6
C 4.7748 1.2423 6.2281 -0.6 0.0 -0.5
C 4.9262 2.6873 4.2673 -0.6 0.7 0.9
H 4.1797 -3.0158 4.1607 0.2 0.2 0.2
H 4.1386 -2.4687 2.5227 0.1 0.4 -0.2
H 2.7778 -2.1841 3.6129 -0.1 0.3 0.0
H 6.2914 -0.9902 2.8538 -0.5 0.3 -0.2
H 6.2472 -1.7527 4.3599 0.4 0.3 0.5
H 6.3382 0.0641 4.2644 -0.2 -0.1 0.2
H 0.4987 1.0522 5.5414 0.5 0.4 -0.1
H 1.1986 1.6714 3.9417 -0.3 0.4 0.4
H 0.1529 0.2911 4.0193 0.0 -0.1 0.1
H 1.9737 -0.1520 6.7744 0.1 0.0 0.2
H 1.2848 -1.5379 5.9075 -0.1 0.1 -0.2
H 3.0401 -1.3479 5.9324 -0.1 -0.2 0.5
H 5.8417 0.9991 6.2468 0.0 0.1 -0.4
H 4.6228 2.1124 6.8674 -0.1 -0.3 0.4
H 4.2417 0.3582 6.5424 0.0 0.0 0.7
H 5.8950 2.5494 3.7736 -0.1 -0.8 0.1
H 5.1253 3.3392 5.1170 0.1 0.7 -0.3
H 4.2514 3.1538 3.5537 0.1 0.2 0.0
O -0.9678 -3.5070 -6.2297 -0.9 -0.2 -0.9
P -0.3470 -3.0225 -5.0076 0.2 0.3 1.8
N -0.0343 -1.3968 -5.0206 0.4 -0.4 -0.1
C -0.3981 -0.5068 -6.1367 0.4 0.4 0.2
C 0.6491 -0.7425 -3.8816 -1.6 0.5 -0.6
N 1.1088 -3.7634 -4.6255 -0.6 -0.8 1.3
C 2.2961 -3.4219 -5.3412 1.2 0.4 -0.7
C 1.1464 -5.1188 -4.0043 -0.3 0.8 -0.4
N -1.2751 -3.3247 -3.6044 1.6 0.6 -0.3
C -2.4759 -4.0754 -3.6126 -1.6 0.2 -0.8
C -0.7436 -3.1337 -2.2612 -1.2 0.1 0.6
H -0.9209 0.3814 -5.7580 0.0 -0.2 0.0
H -1.0186 -0.9506 -6.9080 -0.1 -0.5 0.3
H 0.5024 -0.1366 -6.6411 0.0 0.0 0.1
H 1.0443 0.1912 -4.2734 1.0 -0.2 0.1
H 1.3234 -1.4282 -3.3709 0.3 0.3 -0.2
H -0.0950 -0.3691 -3.1605 0.1 -0.3 0.1
H 2.0997 -3.0379 -6.3415 -0.2 -0.1 -0.1
H 2.9212 -2.6564 -4.8650 -0.2 0.1 0.3
H 2.9709 -4.2801 -5.4605 -0.4 0.0 0.0
H 1.0149 -5.9196 -4.7277 0.3 -0.1 -0.4
H 2.0993 -5.2082 -3.4888 0.1 -0.2 0.0
H 0.3547 -5.3076 -3.2840 -0.1 0.5 0.1
H -3.2769 -3.4582 -3.1874 0.0 -0.3 0.6
H -2.8544 -4.1760 -4.6257 0.4 -0.4 -0.3
H -2.4478 -5.0645 -3.1299 0.2 0.2 0.0
H -1.6068 -3.0574 -1.5763 0.0 -0.6 -0.1
H -0.2930 -2.1796 -1.9951 0.7 -0.1 -0.8
H -0.1469 -3.9965 -1.9622 0.3 0.2 0.4
O 6.2667 -4.3456 1.0652 -1.0 0.3 -0.2
P 5.2927 -4.5009 -0.0473 0.0 0.6 0.5
N 5.8419 -5.4764 -1.2666 0.5 -0.7 -1.2
C 6.1822 -6.8831 -0.9502 -1.2 0.6 0.4
C 6.5866 -5.0284 -2.4393 0.6 1.1 0.2
N 4.7958 -3.0560 -0.7351 -0.2 -0.9 -0.7
C 3.9453 -2.9684 -1.9448 -0.1 0.2 0.6
C 5.1108 -1.7421 -0.1970 0.7 -0.3 0.3
N 3.8678 -5.2523 0.4128 0.1 0.0 -0.2
C 3.3819 -5.2661 1.7892 -0.3 -1.1 -0.3
C 2.9069 -5.7348 -0.5691 -0.5 -0.2 0.3
H 7.1084 -7.0363 -0.3859 0.0 0.3 -0.2
H 6.1911 -7.4427 -1.8775 0.1 -0.1 -0.2
H 5.3451 -7.2463 -0.3562 0.1 -0.4 0.2
H 6.1630 -5.2797 -3.4131 -0.4 -0.4 0.1
H 7.6122 -5.4062 -2.4332 0.0 -0.2 0.2
H 6.7154 -3.9449 -2.4489 -0.2 0.1 0.2
H 4.0010 -1.9040 -2.1363 0.0 0.1 -1.1
H 4.2334 -3.6078 -2.7804 0.6 0.3 0.0
H 2.8635 -3.1559 -1.8616 0.1 -0.2 0.8
H 4.2072 -1.1596 0.0090 0.1 0.0 -0.2
H 5.6394 -1.8386 0.7489 0.1 -0.2 0.0
H 5.7879 -1.2327 -0.8901 -0.3 0.4 0.1
H 2.8842 -6.2408 1.8895 0.1 -0.1 0.2
H 4.1873 -5.2539 2.5204 0.1 0.3 -0.2
H 2.5838 -4.5643 2.0580 0.3 0.5 -0.3
H 2.5092 -6.6774 -0.1864 0.0 -0.3 -0.2
H 3.2796 -5.8983 -1.5765 0.7 -0.1 0.2
H 2.0265 -5.1084 -0.7505 0.0 0.4 0.5
O -3.8843 -7.1195 2.3927 0.0 0.6 0.0
P -3.4898 -5.8186 1.8018 -0.1 -0.2 -0.5
N -2.9778 -4.7009 2.8998 1.0 -0.6 0.8
C -3.0451 -5.0359 4.3169 -1.0 0.1 0.6
C -2.3357 -3.4521 2.5584 0.0 0.9 0.0
N -4.7412 -5.0396 1.0422 -0.7 -0.1 -1.2
C -6.0344 -5.6619 0.7768 0.3 -0.6 0.5
C -4.5170 -3.9144 0.1292 0.2 0.0 1.0
N -2.2760 -5.8969 0.6240 -0.8 0.3 -0.2
C -2.6680 -6.6384 -0.5719 0.4 0.2 -0.3
C -0.9139 -6.1746 1.0376 -0.5 0.3 0.1
H -3.9976 -5.4749 4.5996 -0.3 -0.5 -0.5
H -3.1086 -4.1447 4.9334 0.7 0.4 -0.2
H -2.2989 -5.7173 4.7243 0.5 0.1 -0.4
H -1.5820 -3.1999 3.3008 0.1 -0.1 0.0
H -3.0432 -2.6117 2.4988 -0.1 -0.1 0.3
H -1.8592 -3.4440 1.5796 0.2 -0.5 -0.1
H -6.1433 -5.9662 -0.2638 0.0 0.2 -0.3
H -6.1354 -6.5744 1.3629 0.0 0.1 0.2
H -6.8415 -4.9744 1.0423 0.0 0.0 -0.1
H -3.7131 -3.2889 0.5129 0.1 -0.1 -0.3
H -4.2910 -4.2377 -0.8881 -0.1 0.1 -0.1
H -5.4081 -3.2885 0.1747 -0.1 0.0 -0.4
H -2.6930 -7.7127 -0.3979 -0.2 -0.2 0.0
H -3.6199 -6.2885 -0.9636 -0.2 -0.1 0.2
H -1.9407 -6.4541 -1.3736 0.0 0.0 0.2
H -0.6585 -5.4057 1.7652 0.5 -0.2 0.1
H -0.2719 -6.1239 0.1515 0.1 0.1 0.2
H -0.8494 -7.1637 1.4922 0.3 -0.1 0.1
O -7.2779 2.8459 -0.8741 0.6 -0.6 0.0
P -7.4651 4.3003 -0.8103 0.0 0.4 0.3
N -6.0561 5.1136 -0.4181 0.4 1.9 0.7
C -4.9556 4.4865 0.3072 -0.6 0.5 0.0
C -5.9151 6.6258 -0.3859 -0.7 -1.5 -0.1
N -8.6450 4.7586 0.2849 0.0 0.4 0.1
C -8.3644 5.3522 1.5909 0.5 0.0 -0.6
C -10.0265 4.3355 0.1627 -0.2 -0.9 -0.2
N -7.8976 4.8989 -2.2793 -1.3 1.1 -0.5
C -7.3552 4.3270 -3.5045 0.6 0.0 -0.3
C -8.6861 6.1128 -2.5412 0.0 0.2 1.1
H -5.1929 3.4309 0.2532 0.8 -0.3 0.2
H -4.8716 4.8603 1.3387 -0.5 -0.3 0.2
H -3.9949 4.8120 -0.1007 0.0 -0.6 -0.5
H -6.8420 7.1387 -0.6499 0.1 -0.2 -0.5
H -5.0925 6.8970 -1.0487 -0.1 0.2 0.0
H -5.7257 6.9842 0.6310 0.3 -0.3 0.0
H -7.3108 5.6125 1.6028 0.0 0.5 0.1
H -9.0130 6.2278 1.6954 0.3 0.0 0.4
H -8.4711 4.6812 2.4573 -0.5 -0.1 -0.4
H -10.7084 5.0120 -0.3615 0.2 0.4 0.3
H -10.1453 3.3868 -0.3566 0.4 -0.2 -0.3
H -10.3910 4.1089 1.1636 -0.3 0.3 0.1
H -7.5694 5.0353 -4.3022 -0.1 -0.1 -0.2
H -6.2643 4.2272 -3.5030 0.0 0.0 0.3
H -7.7545 3.3472 -3.7620 -0.2 0.0 0.1
H -9.1689 6.5099 -1.6496 0.0 -0.4 0.4
H -9.5088 5.9402 -3.2285 0.1 -0.2 -0.4
H -8.0935 6.9767 -2.8603 0.3 -0.3 -0.5
C -3.5248 -0.4767 -3.0027 0.8 0.3 -0.2
S -3.4899 1.1602 -3.7893 1.9 -0.2 2.6
O -4.6530 1.2446 -4.6261 -2.4 0.1 -2.1
C -3.9118 2.1388 -2.3146 0.5 -0.5 -0.5
H -3.3518 -1.1352 -3.8534 -0.4 -0.3 0.1
H -4.4516 -0.6206 -2.4470 -0.1 -0.1 -0.3
H -2.6526 -0.6001 -2.3483 -0.1 0.2 0.0
H -4.8299 1.7955 -1.8389 -0.2 0.1 -0.3
H -4.0094 3.1208 -2.7729 -0.1 0.3 0.5
H -3.0812 2.0610 -1.6200 0.1 0.3 0.0
```
Forces are in eV/Å.

Computed properties:
DFT total energy	-272396.586	eV